No. 1
Entry from OMol25: a structure of composition C16H51F8N2O26S4Y in a non-equilibrium geometry (ωB97M-V/def2-TZVPD).

```
108
Properties=species:S:1:pos:R:3:forces:R:3:lowdin_charge:R:1
Y 21.033 -10.724 18.910 -0.61 -1.47 1.59 1.69
C 21.651 -10.335 23.756 -1.08 -0.33 -0.09 -0.57
F 22.780 -11.019 23.490 -0.73 0.59 0.01 0.12
F 21.313 -10.560 25.050 0.30 0.34 -1.58 0.13
F 21.856 -9.014 23.571 0.18 -0.66 0.18 0.11
S 20.176 -10.905 22.576 -2.56 -3.48 4.07 0.67
O 19.920 -12.318 22.961 1.41 4.01 -1.05 -0.26
O 19.018 -10.020 22.962 2.74 -0.26 -1.30 -0.33
O 20.682 -10.731 21.200 0.80 1.19 -0.76 -0.44
C 19.807 -15.342 18.638 -0.82 0.97 1.94 -0.55
F 20.004 -16.410 19.449 0.67 0.93 -1.48 0.12
F 20.870 -14.983 17.867 -0.49 -0.93 0.65 0.09
F 18.775 -15.625 17.854 0.44 0.25 -0.07 0.14
S 19.395 -13.872 19.917 -1.24 -2.11 5.91 0.59
O 20.203 -12.718 19.549 2.16 2.00 -2.25 -0.46
O 17.995 -13.549 19.864 -0.08 -0.51 -1.93 -0.29
O 19.753 -14.283 21.293 0.49 -0.62 -3.95 -0.28
N 18.961 -10.009 18.644 -2.96 2.56 -3.68 -0.33
S 17.509 -10.154 19.220 -4.07 -3.61 8.84 0.50
O 16.619 -11.134 18.686 0.29 1.20 -1.29 -0.22
O 16.915 -8.943 19.822 1.72 -2.01 -2.14 -0.23
F 17.997 -11.052 20.478 0.13 1.64 -0.56 -0.18
S 18.268 -9.013 17.362 2.94 2.38 -4.11 0.63
O 18.287 -7.602 17.670 -0.67 -2.00 0.03 -0.23
O 17.285 -9.628 16.471 1.28 1.12 2.32 -0.23
F 19.593 -9.133 16.449 -0.21 -0.27 0.43 -0.20
O 17.618 -13.660 22.888 0.07 -0.81 0.33 -0.06
H 16.858 -14.242 22.899 -0.18 -0.15 -0.05 0.04
H 17.276 -12.824 22.571 -0.21 0.19 0.13 -0.02
O 20.930 -6.556 15.044 0.99 -0.23 0.33 -0.06
H 19.977 -6.572 14.951 -0.74 0.19 -0.09 -0.03
H 21.253 -7.050 14.290 0.10 -0.03 -0.21 0.02
O 21.167 -8.485 19.594 1.34 -0.47 -1.29 -0.10
H 21.672 -7.679 19.481 0.19 0.15 -0.11 0.09
H 20.527 -8.274 20.274 -1.49 0.56 1.46 0.01
O 20.746 -11.973 16.984 2.20 0.52 1.23 -0.11
H 21.392 -12.600 16.659 0.16 -0.45 -0.01 0.08
H 19.992 -12.083 16.405 -2.06 0.03 -1.78 0.01
O 22.210 -9.525 17.143 0.30 -0.33 0.60 -0.07
H 22.462 -8.604 17.210 -0.13 0.57 -0.01 0.08
H 22.735 -9.866 16.419 0.01 -0.31 -0.39 0.09
C 14.874 -13.795 17.044 0.77 -0.96 -0.12 -0.20
C 15.229 -14.846 18.133 -1.63 -0.36 -0.37 -0.24
O 15.437 -14.309 19.390 0.46 0.88 0.40 -0.07
O 16.020 -13.009 16.694 -0.25 -0.42 -0.13 -0.09
H 14.048 -13.124 17.279 -0.08 -0.21 0.60 0.10
H 14.550 -14.348 16.163 0.22 0.03 -0.25 0.11
H 16.085 -15.483 17.908 0.18 0.17 -0.82 0.11
H 14.399 -15.536 18.288 -0.35 -0.04 -0.51 0.12
H 16.319 -13.942 19.297 0.50 0.32 1.02 0.02
H 16.255 -12.554 17.506 0.21 0.35 0.03 0.01
C 13.671 -11.647 20.893 1.50 -1.35 -1.07 -0.21
C 13.147 -11.037 19.577 -0.80 1.04 0.80 -0.20
O 11.717 -10.808 19.630 0.22 -0.66 -0.47 -0.08
O 13.400 -13.069 20.965 -1.05 1.13 0.29 -0.07
H 13.382 -11.119 21.802 -0.91 0.06 -0.05 0.10
H 14.754 -11.537 20.952 0.25 0.18 -0.43 0.09
H 13.424 -11.548 18.655 -0.41 -0.86 0.43 0.10
H 13.536 -10.047 19.340 0.73 0.30 0.74 0.10
H 11.480 -10.632 20.544 0.08 -0.06 0.05 0.07
H 14.197 -13.578 21.130 0.27 0.30 -0.32 0.06
C 18.443 -6.502 21.400 0.84 1.12 -0.53 -0.15
C 18.871 -5.316 20.474 0.97 -2.23 -0.36 -0.23
O 20.063 -4.740 20.950 0.01 1.40 0.58 -0.06
O 19.473 -7.568 21.478 -0.95 1.69 -1.22 -0.09
H 17.455 -6.789 21.041 0.17 -0.83 0.16 0.10
H 18.371 -6.027 22.379 -0.12 -0.35 0.22 0.12
H 18.058 -4.606 20.324 0.15 0.32 0.85 0.12
H 19.057 -5.634 19.448 -0.12 -0.60 -0.19 0.10
H 20.863 -5.221 20.726 -0.45 -0.28 -0.13 0.08
H 19.178 -8.250 22.086 -0.30 -0.58 0.53 0.04
C 15.829 -10.346 23.666 -0.82 -0.43 -0.81 -0.16
C 15.437 -9.040 22.950 1.36 0.64 -1.25 -0.26
O 14.981 -8.056 23.827 -0.84 0.03 1.63 -0.05
O 16.538 -11.239 22.774 -1.05 1.87 0.57 -0.11
H 14.937 -10.904 23.952 0.02 0.17 0.37 0.12
H 16.452 -10.102 24.527 -0.12 -0.04 0.13 0.13
H 14.810 -9.119 22.062 -0.66 -0.75 0.21 0.11
H 16.330 -8.623 22.486 0.76 -0.33 -0.07 0.09
H 14.892 -7.180 23.445 0.13 -0.31 -0.38 0.09
H 17.339 -10.724 22.657 0.82 -0.34 -0.42 0.01
C 17.374 -5.801 13.739 -0.68 0.31 -0.44 -0.23
C 16.037 -6.342 14.123 -2.09 -1.22 -1.54 -0.21
O 15.877 -7.760 13.893 0.70 0.33 0.54 -0.07
O 18.266 -6.084 14.766 1.00 -0.26 0.77 -0.08
H 17.320 -4.724 13.580 -0.13 0.21 -0.08 0.13
H 17.729 -6.242 12.807 -0.01 -0.19 0.13 0.13
H 15.245 -6.026 13.444 0.18 0.89 -0.05 0.12
H 15.679 -6.085 15.120 0.44 0.17 0.27 0.13
H 16.327 -8.232 14.597 0.09 -0.21 0.20 0.05
H 17.949 -5.581 15.520 0.24 -0.10 0.39 0.11
C 20.470 -12.273 13.185 1.32 -1.58 -0.81 -0.06
C 19.745 -11.240 13.947 -0.73 0.97 -0.15 -0.45
C 18.890 -10.330 13.076 -0.41 0.12 -0.54 -0.19
O 18.017 -11.012 12.163 0.09 0.89 0.27 -0.17
C 16.916 -10.127 11.796 0.31 -1.02 0.75 -0.06
N 18.944 -11.801 14.989 -0.28 -1.31 1.75 0.06
H 19.809 -13.040 12.783 -0.15 0.27 -0.31 0.10
H 21.222 -12.849 13.725 -0.20 -0.01 0.91 0.07
H 21.133 -11.893 12.408 -0.61 0.44 -0.44 0.09
H 20.460 -10.596 14.460 0.19 0.36 -0.13 0.12
H 19.550 -9.630 12.563 0.05 0.17 -0.46 0.13
H 18.261 -9.745 13.746 0.01 0.26 0.20 0.10
H 16.181 -10.712 11.242 0.34 0.00 -0.22 0.09
H 17.245 -9.251 11.239 0.13 -0.06 -0.11 0.09
H 16.417 -9.806 12.710 0.01 0.20 -0.04 0.06
H 18.338 -12.561 14.711 -0.03 -0.19 -0.29 0.12
H 18.332 -11.135 15.439 -0.12 0.23 -0.20 0.05
```
Positions in Å, forces in eV/Å.

As for the HOMO energy: -8.79 eV. The LUMO energy is -2.3 eV. The HOMO-LUMO gap is 0.238 Ha.


No. 2
Entry from OMol25: a cluster of 8 separate species, C16H51N2O16S5 in total in a non-equilibrium geometry (ωB97M-V/def2-TZVPD).

```
90
Properties=species:S:1:pos:R:3:forces:R:3:mulliken_spin:R:1
N 21.872 36.702 -0.395 -0.21 -0.03 -0.78 0.00
H 22.264 36.547 -1.312 0.47 0.22 -0.28 0.00
H 22.612 36.769 0.289 0.21 0.38 0.59 0.00
H 21.248 35.933 -0.195 -0.29 -0.84 0.76 -0.01
H 21.272 37.514 -0.434 0.09 1.02 0.48 0.00
N 20.757 34.047 -2.788 0.98 0.30 -0.18 0.00
H 21.475 34.725 -3.000 0.64 -0.14 -0.49 0.00
H 19.998 34.236 -3.427 -0.76 -0.33 0.12 0.00
H 20.597 34.131 -1.794 -1.26 0.27 1.00 -0.01
H 21.090 33.096 -2.862 0.16 -0.80 -0.78 0.00
C 19.103 33.784 0.533 -0.30 0.21 -1.45 -0.02
O 20.209 34.476 0.026 -0.98 -0.47 0.58 0.86
H 18.550 33.289 -0.265 0.31 -0.40 -0.13 -0.01
H 19.405 33.039 1.269 0.43 -0.13 0.34 0.11
H 18.350 34.389 1.038 0.32 0.76 0.58 0.06
O 14.398 29.721 3.874 -1.98 -0.28 -3.05 0.00
S 13.599 29.627 2.617 0.96 -1.35 0.93 0.00
O 12.300 30.265 2.485 2.17 -0.13 -0.03 0.00
O 14.610 30.117 1.387 -0.73 -0.33 0.67 0.00
C 16.051 29.803 1.399 -1.24 1.24 0.15 0.00
C 16.730 31.087 0.969 1.55 -0.28 0.26 0.00
C 13.365 27.858 2.019 0.49 1.42 0.41 0.00
H 16.275 29.026 0.667 -0.26 -0.17 0.14 0.00
H 16.387 29.527 2.399 -0.31 -0.11 -0.01 0.00
H 16.448 32.011 1.473 -0.64 -0.20 -0.04 0.00
H 16.833 31.192 -0.111 -0.51 0.10 0.09 0.00
H 17.750 30.921 1.316 0.51 0.13 -0.11 0.00
H 12.805 27.869 1.083 -0.19 0.39 0.24 0.00
H 12.837 27.301 2.793 0.29 0.01 -0.06 0.00
H 14.368 27.511 1.772 -0.07 -0.29 0.48 0.00
O 15.863 35.055 2.572 -1.09 0.00 -0.05 0.00
S 14.419 35.142 2.770 -2.01 -0.34 0.55 0.00
O 13.863 35.360 4.116 1.38 -0.01 -3.27 0.00
O 13.788 36.246 1.724 -0.35 -0.72 2.29 0.00
C 14.320 36.430 0.440 1.14 1.37 0.22 0.00
C 15.493 37.407 0.608 -0.25 -0.07 -1.08 0.00
C 13.509 33.751 1.982 0.41 -0.06 1.39 0.00
H 13.530 36.867 -0.171 -0.09 -0.16 0.15 0.00
H 14.689 35.520 -0.032 -0.22 -0.28 0.08 0.00
H 15.579 37.946 -0.336 0.66 -0.14 -0.21 0.00
H 16.356 36.796 0.874 0.24 0.45 -0.09 0.00
H 15.339 38.201 1.338 -0.32 -0.40 0.25 0.00
H 14.100 33.313 1.178 -0.23 0.14 0.02 0.00
H 12.509 34.098 1.723 0.37 0.31 -0.36 0.00
H 13.309 33.026 2.771 0.45 -0.23 -0.01 0.00
O 17.820 29.716 -1.870 0.72 1.07 0.06 0.00
S 18.100 30.800 -2.771 -1.72 -1.60 -3.06 0.00
O 19.349 31.545 -2.783 -0.45 -0.54 -0.01 0.00
O 17.834 30.161 -4.330 1.93 2.33 2.69 0.00
C 16.598 29.500 -4.575 -1.08 -1.13 0.01 0.00
C 16.385 29.653 -6.079 0.18 -0.13 0.41 0.00
C 16.761 31.998 -2.782 0.70 -0.79 0.48 0.00
H 15.743 29.853 -3.999 0.11 0.77 0.02 0.00
H 16.703 28.491 -4.178 0.09 -0.31 -0.61 0.00
H 17.208 29.120 -6.554 -0.14 0.25 -0.35 0.00
H 16.412 30.720 -6.301 0.27 -0.02 -0.16 0.00
H 15.432 29.306 -6.478 0.05 -0.35 0.41 0.00
H 17.022 32.707 -1.997 -0.36 0.15 -0.15 0.00
H 15.888 31.398 -2.522 -0.16 0.48 -0.06 0.00
H 16.725 32.413 -3.789 -0.10 0.11 0.24 0.00
O 23.870 30.111 3.091 -0.24 2.23 -2.65 0.00
S 23.984 31.139 2.032 0.20 -0.31 1.63 0.00
O 25.266 31.357 1.367 -2.73 -0.32 0.62 0.00
O 22.804 30.920 0.831 2.40 0.02 0.40 0.00
C 21.452 30.730 1.163 -0.83 0.59 1.93 0.00
C 20.697 29.824 0.279 0.30 -1.38 -1.40 0.00
C 23.408 32.796 2.790 0.49 -1.54 -0.49 0.00
H 20.987 31.716 1.154 -0.11 0.33 0.04 0.01
H 21.330 30.341 2.174 0.34 0.11 0.30 0.00
H 19.627 29.781 0.482 0.03 0.46 0.09 0.00
H 21.026 28.791 0.395 0.20 -0.02 0.08 0.00
H 20.868 30.057 -0.772 -0.24 0.13 -0.11 0.00
H 23.483 33.574 2.031 0.12 -0.22 0.02 0.00
H 24.074 32.979 3.633 0.18 -0.04 -0.22 0.00
H 22.401 32.706 3.199 -0.01 -0.27 -0.26 0.00
O 19.941 39.978 3.849 1.24 -3.23 -2.40 0.00
S 20.059 38.801 2.957 -2.34 1.16 1.74 0.00
O 21.019 38.659 1.861 0.12 -0.22 1.11 0.00
O 19.948 37.468 3.898 1.60 0.42 0.10 0.00
C 20.379 36.165 3.385 0.59 0.79 -0.12 0.00
C 21.893 35.846 3.574 -1.07 0.49 0.19 0.00
C 18.480 38.567 2.196 0.35 0.74 -0.54 0.00
H 20.091 36.223 2.336 0.12 -0.60 -0.27 0.00
H 19.756 35.441 3.909 -0.03 0.14 -0.06 0.00
H 22.096 35.626 4.622 0.02 0.10 -0.03 0.00
H 22.517 36.688 3.274 -0.04 0.01 -0.04 0.00
H 22.168 34.960 3.001 -0.17 0.09 -0.06 0.00
H 17.699 38.695 2.946 0.08 -0.05 -0.22 0.00
H 18.439 37.612 1.672 -0.01 -0.08 0.33 0.00
H 18.491 39.344 1.431 -0.56 0.17 0.06 0.00
```
Positions in Å, forces in eV/Å.

As for the HOMO energy (spin up / spin down): -14.81 / -14.81 eV. Its total charge is +2. Its expectation value of S² is 0.7543. The LUMO energy (spin up / spin down) is -7.3 / -10.3 eV. As for the multiplicity: 2. The HOMO-LUMO gap (spin up / spin down) is 0.277 / 0.167 Ha.


Values for electronic energy, eV, ordered as above
-139755.1552 -107312.1906